Computed, not measured: a cluster of 3 separate species, C5H7NO3 in total, with the ωB97M-V functional and the def2-TZVPD basis.

ORCA input file:
```
! wB97M-V def2-TZVPD RIJCOSX def2/J DEFGRID3
* xyz 0 1
C 1.738 0.655 0.133
C 0.294 0.116 0.131
C 0.271 -1.130 1.035
O 0.233 -2.267 0.655
C -0.640 1.206 0.681
O -1.584 1.035 1.408
C -0.148 -0.249 -1.244
N -0.122 -0.910 -2.257
H 2.422 -0.099 -0.273
H 1.817 1.543 -0.506
H 2.000 0.943 1.159
H 0.448 -0.891 2.105
H -0.579 2.188 0.169
O -2.028 -0.794 -0.810
H -2.483 -0.022 -0.442
H -1.638 -1.324 -1.943
*
```

Calculated values
LUMO level: -0.084 eV
ΔE to the lowest compared entry with this formula, charge and spin: 561.7 kJ/mol
HOMO-LUMO gap: 9.8 eV